{
  "formula": "C44H121HfI2N11O11",
  "method": "ωB97M-V/def2-TZVPD",
  "homo_lumo_gap_ev": 7.40,
  "total_energy_ev": -103996.8289,
  "total_charge": 2,
  "max_force_ev_per_a": 3.76,
  "symbols": ["Hf", "I", "I", "C", "C", "C", "O", "C", "N", "H", "H", "H", "H", "H", "H", "H", "H", "H", "H", "H", "C", "C", "C", "O", "C", "N", "H", "H", "H", "H", "H", "H", "H", "H", "H", "H", "H", "C", "C", "C", "O", "C", "N", "H", "H", "H", "H", "H", "H", "H", "H", "H", "H", "H", "C", "C", "C", "O", "C", "N", "H", "H", "H", "H", "H", "H", "H", "H", "H", "H", "H", "C", "C", "C", "O", "C", "N", "H", "H", "H", "H", "H", "H", "H", "H", "H", "H", "H", "C", "C", "C", "O", "C", "N", "H", "H", "H", "H", "H", "H", "H", "H", "H", "H", "H", "C", "C", "C", "O", "C", "N", "H", "H", "H", "H", "H", "H", "H", "H", "H", "H", "H", "C", "C", "C", "O", "C", "N", "H", "H", "H", "H", "H", "H", "H", "H", "H", "H", "H", "C", "C", "C", "O", "C", "N", "H", "H", "H", "H", "H", "H", "H", "H", "H", "H", "H", "C", "C", "C", "O", "C", "N", "H", "H", "H", "H", "H", "H", "H", "H", "H", "H", "H", "C", "C", "C", "O", "C", "N", "H", "H", "H", "H", "H", "H", "H", "H", "H", "H", "H"],
  "xyz": [[14.77711, 15.62406, 16.34693], [12.22771, 15.78403, 16.00319], [15.47072, 13.54490, 14.84651], [20.09321, 20.13709, 15.72703], [19.74553, 18.93936, 14.79483], [20.79064, 18.54382, 13.77206], [20.59802, 19.25201, 12.62738], [21.76260, 19.87627, 11.97834], [19.36864, 17.84403, 15.75040], [21.03816, 20.00832, 16.21123], [19.29489, 20.24063, 16.46075], [20.14012, 21.06246, 15.13762], [18.83213, 19.25637, 14.25425], [20.72411, 17.52182, 13.61295], [21.80047, 18.73060, 14.18764], [22.53523, 19.11161, 11.71258], [22.18844, 20.62255, 12.69993], [21.38218, 20.45343, 11.21384], [19.61468, 16.96527, 15.31467], [19.88948, 17.94689, 16.62647], [16.29931, 8.11123, 15.19576], [15.20400, 9.15636, 15.02993], [13.94898, 8.49424, 14.41908], [12.91421, 9.45724, 14.29552], [11.93764, 9.26295, 13.31888], [14.89315, 9.82038, 16.27274], [17.10095, 8.53258, 15.77804], [16.69312, 7.85967, 14.19882], [15.84399, 7.25381, 15.70645], [15.56871, 9.88111, 14.30321], [13.66816, 7.66286, 15.08124], [14.24685, 8.15551, 13.41632], [11.24873, 8.46094, 13.52717], [12.37712, 9.07421, 12.34836], [11.39988, 10.21532, 13.36104], [14.11251, 10.43371, 16.13250], [14.54788, 9.16445, 16.95677], [20.76912, 17.74197, 20.29508], [22.18519, 17.78634, 19.63940], [22.79229, 16.37109, 19.59570], [22.82903, 15.89472, 20.89359], [23.73154, 14.70848, 21.06597], [21.91541, 18.30047, 18.26648], [20.19878, 16.90655, 19.97091], [20.32915, 18.66916, 19.89654], [20.74747, 17.84552, 21.41875], [22.78103, 18.40569, 20.28243], [23.80902, 16.45827, 19.14597], [22.15037, 15.75865, 18.94319], [23.48318, 13.95126, 20.31253], [23.52730, 14.25684, 22.03276], [24.73482, 15.11645, 21.05946], [21.48297, 19.21145, 18.21338], [22.83630, 18.46952, 17.80291], [14.83022, 20.13279, 15.71322], [14.76151, 18.68976, 15.56317], [15.89686, 18.01692, 14.78684], [15.26335, 16.69381, 14.52137], [14.60828, 16.52264, 13.27497], [14.63563, 17.94853, 16.81925], [15.78564, 20.40163, 16.19289], [13.98150, 20.52821, 16.25942], [14.88254, 20.66744, 14.77400], [13.84468, 18.49715, 14.98727], [16.82088, 17.82913, 15.33043], [16.04669, 18.53024, 13.85113], [13.87470, 15.70579, 13.30366], [15.27920, 16.15554, 12.50096], [14.09794, 17.47812, 13.14108], [15.46130, 18.16767, 17.42173], [13.77466, 18.15179, 17.30619], [12.67360, 12.39971, 10.98124], [12.41533, 13.75837, 10.26454], [13.07006, 13.81646, 8.87731], [14.42658, 14.14532, 8.98613], [15.16387, 13.79252, 7.84662], [11.04025, 13.99943, 10.12717], [12.33538, 11.58107, 10.24285], [12.08691, 12.28287, 11.90523], [13.71085, 12.21774, 11.23784], [12.77743, 14.65508, 10.88070], [12.50682, 14.58250, 8.27102], [12.95620, 12.84776, 8.41893], [14.58833, 13.97254, 6.94672], [15.31056, 12.73796, 7.82185], [16.10174, 14.35990, 7.81356], [10.74413, 13.98495, 11.11423], [10.58961, 13.20149, 9.64651], [18.18602, 17.17947, 10.67882], [17.85737, 15.70050, 10.37463], [18.67212, 14.79984, 11.29072], [18.03359, 13.53967, 11.37318], [18.90570, 12.52181, 11.90463], [16.43381, 15.46966, 10.72376], [17.54120, 17.88102, 10.21201], [19.23579, 17.46029, 10.39936], [18.09565, 17.39829, 11.79999], [18.05212, 15.46642, 9.35476], [18.63587, 15.25989, 12.27115], [19.73165, 14.74571, 10.93925], [18.19364, 11.66992, 12.07988], [19.35656, 12.77791, 12.87067], [19.65343, 12.28312, 11.13824], [16.36019, 14.47511, 10.85006], [15.81377, 15.67543, 9.90462], [14.63717, 12.56377, 19.12063], [13.72142, 13.77859, 18.80261], [12.79769, 14.01332, 20.03011], [11.89510, 15.00896, 19.86469], [10.81760, 14.80002, 20.75335], [14.49110, 15.05852, 18.53713], [15.48291, 12.71113, 18.50210], [14.08845, 11.69360, 18.85732], [14.97419, 12.46364, 20.15067], [13.10017, 13.64825, 17.94815], [13.46232, 14.21996, 20.85246], [12.32927, 13.05682, 20.21325], [11.20729, 14.52235, 21.73546], [10.18226, 13.92987, 20.50448], [10.27774, 15.68853, 20.87245], [13.93510, 15.82555, 18.98284], [15.31494, 15.06627, 19.14604], [11.47503, 10.98718, 17.31879], [10.37253, 11.01924, 16.32180], [9.21804, 10.06662, 16.75254], [8.42576, 9.77814, 15.63926], [7.55063, 8.70926, 15.93326], [9.84262, 12.41717, 16.17380], [12.14702, 11.84577, 17.11580], [12.11240, 10.16002, 17.19127], [11.16018, 11.08876, 18.33023], [10.80978, 10.67521, 15.34791], [8.60111, 10.50807, 17.59810], [9.74882, 9.15707, 17.14364], [6.96957, 8.69543, 15.03167], [6.96055, 8.91806, 16.88753], [8.12202, 7.80995, 16.12223], [8.83050, 12.35476, 16.05563], [10.12059, 12.87241, 15.31885], [19.23745, 14.85510, 17.49590], [17.81214, 15.31368, 17.70738], [17.74620, 16.43875, 18.76415], [16.50725, 17.07507, 18.72052], [16.24178, 17.87647, 19.77531], [17.18165, 15.82410, 16.48057], [19.69201, 14.62594, 18.43091], [19.78697, 15.66429, 16.91456], [19.17294, 13.96482, 16.82202], [17.28785, 14.43925, 18.06358], [18.53471, 17.12208, 18.51567], [17.95834, 16.07118, 19.78940], [17.01882, 18.61393, 19.94984], [16.01971, 17.36439, 20.73634], [15.41284, 18.50514, 19.51098], [17.30133, 15.06206, 15.82550], [17.74360, 16.63488, 16.21150], [21.54305, 10.48014, 16.86973], [21.04851, 11.75074, 16.14380], [21.92478, 12.10878, 14.96621], [21.57372, 13.41383, 14.56073], [22.29923, 13.76930, 13.40889], [19.70245, 11.57256, 15.66705], [21.74224, 9.66296, 16.18856], [20.69434, 10.29561, 17.61055], [22.43567, 10.65035, 17.40871], [21.10288, 12.57302, 16.83009], [21.67144, 11.44726, 14.14533], [22.98256, 12.02647, 15.11348], [22.11278, 13.05646, 12.63612], [23.35903, 13.73117, 13.64856], [22.07978, 14.80474, 13.13541], [19.37529, 12.45913, 15.34112], [19.10849, 11.18176, 16.37533], [20.53796, 13.17396, 20.72907], [19.16224, 13.47014, 21.39992], [18.15785, 12.26275, 21.39795], [17.61455, 12.06868, 20.14810], [17.37161, 10.72268, 19.86045], [19.33908, 13.81848, 22.78761], [21.08833, 14.14954, 20.65600], [20.42536, 12.62578, 19.76957], [21.22462, 12.43410, 21.28964], [18.80390, 14.28008, 20.74173], [17.31924, 12.40832, 22.14340], [18.73828, 11.41100, 21.65741], [16.85927, 10.62194, 18.91853], [16.79729, 10.25928, 20.67582], [18.30532, 10.13480, 19.71086], [20.25351, 14.16810, 23.10070], [18.70061, 14.54165, 23.03197]],
  "atomic_forces_ev_per_a": [[1.560, 0.547, 0.322], [-1.952, -0.012, -0.239], [-0.082, -1.468, -0.238], [-0.612, 0.113, -1.633], [-1.062, 0.842, 1.863], [1.265, 1.657, 1.758], [0.346, 1.424, -2.300], [0.477, -1.315, 3.491], [-0.117, 0.250, -0.602], [0.613, -0.211, 0.346], [0.033, 0.088, 0.103], [0.017, -0.164, 0.201], [0.373, -0.371, -0.042], [-0.173, -2.397, -0.560], [-0.205, -0.089, 0.030], [-0.724, 0.723, -0.067], [-0.015, -0.761, -0.412], [-0.704, 0.700, -2.038], [0.292, -0.265, 0.154], [0.186, -0.255, -0.432], [-0.729, 0.175, -0.412], [-0.533, -0.498, -0.615], [0.616, 0.463, -0.410], [0.954, -0.048, 1.009], [-0.126, 0.652, 0.098], [0.426, 0.471, 0.585], [0.341, 0.012, 0.314], [-0.162, -0.313, 0.466], [0.529, -0.135, -0.143], [-0.099, 0.423, 0.071], [-0.239, -0.067, -0.303], [-0.285, -0.390, 0.135], [-0.306, -0.474, 0.337], [0.143, 0.149, -0.461], [-0.222, -0.306, -0.613], [-0.373, 0.471, -0.278], [0.128, -0.477, 0.203], [1.026, 1.817, 0.936], [-2.223, -0.726, 0.129], [0.328, 1.156, -0.988], [0.800, -1.802, 1.063], [-1.492, 1.512, -0.218], [2.212, -0.499, -0.577], [-0.411, -0.830, -0.226], [-0.485, -0.289, 0.351], [0.241, -0.415, -1.215], [0.654, 0.542, -0.001], [-0.405, -0.316, 0.158], [0.174, -0.124, -0.066], [0.455, 0.288, -0.123], [-0.132, 0.305, 0.139], [0.326, -0.420, -0.335], [-0.175, 0.152, 0.735], [-0.929, -0.401, 0.268], [1.456, 1.943, 0.588], [-0.545, -1.017, -1.046], [-2.009, -0.489, -0.238], [1.678, 0.026, 1.373], [-0.975, -0.197, -0.882], [1.458, -0.502, 0.595], [-0.386, 0.183, 0.334], [-0.010, 0.096, 0.244], [-0.235, -0.116, -0.450], [0.176, -0.297, 0.083], [-0.128, 0.451, -0.208], [0.339, -0.038, -0.382], [-0.030, 0.452, 0.658], [0.576, 0.808, -0.269], [-0.075, -0.235, -0.887], [-0.938, -0.137, -0.401], [-0.145, 0.267, 0.149], [-0.424, -0.554, -1.210], [2.343, 0.333, 0.690], [-0.774, 1.045, 0.391], [0.220, 0.348, 0.523], [-0.215, 0.462, -0.427], [-2.205, -0.255, 0.538], [0.486, 1.028, 1.188], [0.047, 0.195, -0.295], [0.319, 0.003, -0.103], [0.114, -1.251, -0.726], [0.568, -0.642, 0.399], [-0.104, -0.569, -0.445], [-0.100, 0.560, -0.397], [0.649, -1.040, 0.191], [-0.224, -0.283, 0.100], [-0.816, 0.005, -0.880], [0.097, 0.589, 0.458], [1.647, -0.339, 1.455], [-0.874, 1.178, 1.550], [0.102, 0.088, -0.490], [1.193, -0.292, 0.296], [-1.719, -0.532, -0.360], [-0.270, 0.566, -1.161], [-0.732, 0.419, -0.722], [-0.811, -0.316, 0.185], [0.099, -0.503, -1.333], [0.274, -0.191, -1.004], [0.297, 0.146, 0.594], [-0.642, -0.166, 0.240], [1.049, 0.495, -0.224], [0.058, 0.245, -0.196], [0.028, -0.162, 0.372], [-0.408, -0.449, -0.007], [0.759, -0.189, 1.049], [-0.922, 1.760, -0.271], [-0.247, 0.207, 2.246], [1.805, -1.441, -1.230], [-1.007, 0.989, -0.655], [0.294, -1.482, 0.886], [-0.055, 0.494, 1.156], [1.142, -0.567, -0.691], [-0.209, -0.919, -0.392], [-0.145, 0.427, 0.102], [-0.413, -0.532, -0.730], [0.401, 0.084, 0.849], [-0.296, -0.464, 0.145], [0.171, 0.243, 0.232], [0.143, 0.530, -0.552], [-0.927, 1.195, -0.153], [0.142, -0.584, -0.605], [0.092, -0.175, -0.353], [1.058, 1.832, -0.367], [-1.188, 0.376, -1.037], [1.453, 0.434, 0.270], [0.371, 0.197, 0.692], [-0.353, 0.964, 0.939], [-0.632, -0.598, 0.305], [-0.323, -0.144, 0.063], [0.520, -1.486, 0.015], [-0.445, -0.042, 0.931], [-0.655, 0.029, 0.781], [0.656, -0.319, -0.762], [-0.672, 0.340, -0.222], [-0.819, -0.756, -0.012], [0.339, -0.156, -1.306], [0.058, -0.493, -0.206], [0.174, -0.003, 0.210], [0.519, -0.137, -0.243], [-0.277, 0.754, -2.527], [-0.014, 0.645, 1.527], [0.802, -1.317, 0.071], [-0.317, -1.389, -1.712], [-0.360, 1.744, 2.234], [-0.451, -0.549, 0.759], [0.619, -0.283, 0.577], [-0.263, -1.085, 1.042], [0.450, 0.498, 0.718], [-0.628, -0.324, 0.111], [0.481, 0.782, -0.066], [-0.140, -0.075, -0.488], [0.604, -0.047, 0.211], [0.164, -0.005, -0.533], [-0.881, 0.138, 0.034], [0.402, 0.234, -0.722], [0.130, 0.102, -0.354], [-2.351, 0.766, 0.197], [1.330, -1.026, -0.079], [-1.074, 0.005, -0.367], [-0.269, 0.607, 0.160], [0.465, 0.629, 0.845], [0.101, -0.470, -0.404], [-0.455, -0.316, -0.085], [1.289, -0.526, -0.809], [0.945, 0.379, 0.690], [0.229, 0.668, 0.719], [-0.043, -0.555, -0.264], [0.809, 0.055, 0.573], [-0.247, -0.297, -0.958], [0.393, -0.002, -0.108], [-0.283, -0.280, -0.121], [-0.588, 0.321, -0.230], [-0.400, 0.067, 0.222], [0.781, -1.196, 0.689], [0.803, -1.103, -0.566], [0.159, 1.707, 0.818], [-0.303, 0.426, -1.730], [0.514, -1.019, 0.138], [0.667, 0.484, 0.578], [-0.391, -0.944, -0.272], [-0.123, 0.847, 0.167], [-1.210, 1.221, -0.225], [-0.576, 0.034, 0.399], [0.995, -0.003, -0.407], [0.497, -0.899, 0.703], [-0.539, 0.235, -0.282], [-0.008, -0.079, -0.253], [-0.226, 0.394, 0.414], [-0.343, -0.422, -0.765], [-0.678, 0.404, 0.474]],
  "lowdin_charge": [0.804, 0.526, 0.496, -0.044, -0.364, -0.255, -0.188, -0.025, 0.032, 0.050, 0.073, 0.091, 0.128, 0.089, 0.142, 0.108, 0.102, 0.057, 0.059, 0.050, -0.053, -0.462, -0.184, -0.216, -0.107, 0.049, 0.064, 0.091, 0.085, 0.121, 0.132, 0.131, 0.089, 0.086, 0.077, 0.020, 0.076, -0.053, -0.384, -0.259, -0.217, -0.030, 0.025, 0.028, 0.068, 0.104, 0.131, 0.135, 0.114, 0.083, 0.083, 0.089, 0.045, 0.098, -0.035, -0.447, -0.065, -0.510, -0.125, -0.037, 0.103, 0.101, 0.101, 0.131, 0.091, 0.144, 0.033, 0.065, 0.109, 0.097, 0.085, -0.057, -0.482, -0.213, -0.218, -0.095, 0.015, 0.109, 0.058, 0.061, 0.152, 0.147, 0.117, 0.089, 0.082, 0.091, 0.083, 0.100, -0.058, -0.398, -0.216, -0.231, -0.070, 0.044, 0.055, 0.090, 0.079, 0.122, 0.107, 0.144, 0.105, 0.064, 0.095, 0.052, 0.091, -0.017, -0.360, -0.255, -0.171, -0.069, -0.064, 0.044, 0.072, 0.093, 0.045, 0.133, 0.132, 0.096, 0.111, 0.079, 0.106, 0.099, -0.080, -0.396, -0.229, -0.195, -0.098, 0.046, 0.068, 0.050, 0.075, 0.121, 0.148, 0.135, 0.088, 0.113, 0.082, 0.069, 0.041, -0.006, -0.393, -0.174, -0.267, -0.119, -0.054, 0.058, 0.097, 0.083, 0.116, 0.106, 0.132, 0.107, 0.121, 0.085, -0.039, 0.046, -0.030, -0.454, -0.212, -0.206, -0.105, 0.064, 0.082, 0.093, 0.060, 0.109, 0.128, 0.125, 0.077, 0.090, 0.086, 0.033, 0.064, -0.061, -0.416, -0.211, -0.225, -0.114, 0.044, 0.060, 0.070, 0.112, 0.100, 0.143, 0.111, 0.067, 0.103, 0.101, 0.091, 0.062]
}